# 1
ORCA calculation (ωB97M-V/def2-TZVPD) on a 5-piece molecular cluster, C49H97F7N4O6PSi overall in a non-equilibrium geometry.

## Properties
E_tot = -106816.561 eV
Multiplicity = 5
HOMO-LUMO gap (alpha / beta) = 0.2068 / 0.1984 Eh
Charge = -1
LUMO energy (alpha / beta) = 1.9 / 1.7 eV

Element x y z (Å)
C -1.121 2.492 -0.768
C -0.442 1.245 -0.182
C -0.446 0.175 -1.270
C -1.126 0.723 1.076
C -1.012 1.645 2.289
O -0.466 1.019 3.408
P -0.860 1.816 4.889
C 0.671 3.049 4.740
F 0.217 4.333 4.917
F 1.337 3.070 3.544
C 1.730 2.872 5.844
F 2.447 4.027 5.966
F 1.182 2.656 7.050
C 2.787 1.742 5.556
F 2.411 0.892 4.607
F 3.959 2.273 5.184
F 3.003 1.028 6.674
Si -2.432 0.330 5.615
C -2.050 -0.084 7.433
C -4.176 1.103 5.627
C -2.469 -1.290 4.610
O -1.943 2.867 4.046
C -2.282 2.342 2.812
C -2.946 3.383 1.942
H -0.664 2.746 -1.720
H -0.987 3.335 -0.100
H -2.175 2.275 -0.916
H 0.576 1.547 0.052
H -1.484 -0.027 -1.525
H 0.048 -0.723 -0.907
H 0.048 0.515 -2.173
H -2.160 0.452 0.860
H -0.572 -0.175 1.343
H -0.359 2.468 1.960
H -1.192 2.577 6.085
H 0.082 0.913 5.554
H -2.734 -0.814 7.848
H -1.018 -0.426 7.483
H -2.079 0.853 7.983
H -4.252 1.884 6.379
H -4.952 0.364 5.841
H -4.397 1.519 4.648
H -1.461 -1.499 4.266
H -3.101 -1.191 3.729
H -2.866 -2.102 5.217
H -3.033 1.529 2.856
H -3.843 3.700 2.468
H -2.321 4.257 1.782
H -3.252 2.952 0.997
C -0.222 -1.893 -7.624
C -0.637 -1.316 -6.250
C -2.151 -1.109 -6.196
C -2.633 0.078 -7.029
C -1.867 1.347 -6.653
C -0.350 1.174 -6.728
N 0.084 -0.037 -5.972
O 0.084 0.199 -4.706
C 0.097 1.100 -8.199
C 0.338 2.410 -6.160
C -0.231 -2.359 -5.218
H -0.879 -1.585 -8.437
H 0.801 -1.614 -7.876
H -0.257 -2.982 -7.606
H -2.457 -0.950 -5.157
H -2.647 -2.025 -6.527
H -2.525 -0.129 -8.098
H -3.700 0.234 -6.859
H -2.165 2.171 -7.306
H -2.149 1.640 -5.636
H 1.164 0.885 -8.268
H -0.079 2.062 -8.683
H -0.440 0.363 -8.790
H 0.030 2.624 -5.139
H 0.084 3.278 -6.769
H 1.423 2.294 -6.174
H 0.851 -2.508 -5.222
H -0.704 -3.313 -5.451
H -0.539 -2.083 -4.211
C 5.928 -3.598 -3.626
C 4.815 -3.967 -4.633
C 5.131 -5.293 -5.324
C 6.254 -5.187 -6.356
C 5.963 -4.071 -7.361
C 5.670 -2.727 -6.693
N 4.626 -2.879 -5.638
O 3.459 -2.967 -6.174
C 6.968 -2.137 -6.110
C 5.206 -1.720 -7.740
C 3.549 -4.122 -3.797
H 6.910 -3.977 -3.910
H 5.999 -2.520 -3.490
H 5.721 -4.013 -2.641
H 4.231 -5.662 -5.827
H 5.388 -6.036 -4.566
H 7.215 -5.014 -5.864
H 6.354 -6.136 -6.886
H 6.807 -3.954 -8.044
H 5.106 -4.366 -7.975
H 6.759 -1.224 -5.551
H 7.648 -1.879 -6.923
H 7.513 -2.817 -5.464
H 4.335 -2.068 -8.292
H 6.007 -1.552 -8.460
H 4.959 -0.763 -7.278
H 3.289 -3.184 -3.303
H 3.719 -4.873 -3.026
H 2.695 -4.448 -4.389
C 5.229 -4.673 2.549
C 6.068 -3.814 1.575
C 7.324 -3.297 2.276
C 7.040 -2.194 3.294
C 6.235 -1.061 2.660
C 4.958 -1.546 1.974
N 5.258 -2.675 1.038
O 5.801 -2.207 -0.034
C 3.914 -1.958 3.029
C 4.316 -0.394 1.209
C 6.465 -4.760 0.444
H 5.333 -4.369 3.589
H 4.172 -4.651 2.286
H 5.544 -5.716 2.508
H 8.024 -2.913 1.527
H 7.826 -4.135 2.768
H 6.510 -2.596 4.162
H 7.985 -1.800 3.677
H 5.973 -0.320 3.417
H 6.867 -0.547 1.928
H 3.034 -2.390 2.552
H 3.590 -1.079 3.584
H 4.284 -2.662 3.770
H 4.994 0.053 0.484
H 4.024 0.388 1.910
H 3.420 -0.724 0.683
H 5.586 -5.144 -0.078
H 7.006 -5.609 0.861
H 7.122 -4.293 -0.289
C -8.619 3.661 6.712
C -7.738 4.199 5.560
C -8.256 5.560 5.092
C -9.557 5.473 4.293
C -9.417 4.484 3.135
C -8.925 3.107 3.582
N -7.700 3.231 4.423
O -6.680 3.466 3.673
C -10.046 2.368 4.336
C -8.628 2.244 2.361
C -6.341 4.355 6.150
H -9.655 3.997 6.657
H -8.608 2.572 6.742
H -8.242 4.008 7.673
H -7.495 6.040 4.469
H -8.394 6.205 5.963
H -10.390 5.184 4.940
H -9.810 6.460 3.900
H -10.374 4.373 2.620
H -8.716 4.898 2.403
H -9.681 1.423 4.740
H -10.862 2.141 3.648
H -10.487 2.940 5.148
H -7.905 2.707 1.693
H -9.547 2.088 1.796
H -8.242 1.268 2.658
H -5.944 3.394 6.476
H -6.380 5.017 7.015
H -5.633 4.792 5.448

Atoms 1-6, force components in eV/Å:
C 0.42 -0.40 0.40
C -0.52 0.51 -0.77
C 0.16 0.24 0.47
C 0.53 -0.04 0.38
C -0.02 1.41 -0.63
O 0.21 -0.16 -0.02

---

# 2
ORCA calculation (ωB97M-V/def2-TZVPD) on C17H18Cl3ILiN3O3Si as an isolated structure in a non-equilibrium geometry.

## Properties
E_tot = -82289.311 eV
HOMO-LUMO gap = 0.1201 Eh
Charge = -2
LUMO energy = 4.0 eV
ΔE to the lowest compared entry with this formula, charge and spin = 1.084 eV

Element x y z (Å)
Li -1.295 1.033 0.052
C 0.266 2.159 -3.886
C 1.292 1.489 -3.022
N 2.532 1.425 -3.455
C 3.433 0.818 -2.674
C 3.129 0.172 -1.499
C 4.232 -0.504 -0.736
O 4.376 -1.884 -1.078
C 1.793 0.181 -1.017
C 1.457 -0.632 0.092
N 0.446 -0.548 0.925
C 0.450 -1.330 2.028
C 1.612 -1.957 2.566
C 1.564 -2.824 3.629
C 0.361 -3.102 4.268
C -0.771 -2.408 3.859
C -0.714 -1.540 2.792
I -2.490 -0.477 2.346
C 0.836 0.947 -1.770
O -0.362 1.092 -1.417
H 0.743 2.678 -4.715
H -0.303 2.858 -3.277
H -0.433 1.411 -4.265
H 4.453 0.845 -3.043
H 4.060 -0.406 0.345
H 5.198 -0.045 -0.967
H 3.482 -2.240 -1.153
H 2.143 -1.476 0.237
H 2.570 -1.698 2.139
H 2.479 -3.292 3.975
H 0.309 -3.821 5.075
H -1.710 -2.535 4.382
N -5.264 1.382 0.553
C -4.219 0.871 -0.195
O -3.231 1.546 -0.373
C -4.493 -0.477 -0.826
C -3.316 -1.044 -1.542
H -5.009 2.185 1.111
H -5.893 0.730 0.994
H -5.375 -0.292 -1.482
H -4.824 -1.151 -0.028
H -3.026 -0.518 -2.438
H -3.303 -2.122 -1.647
Cl -0.001 5.050 2.330
Si 0.058 3.093 1.213
Cl 1.886 2.455 2.136
Cl 0.876 3.900 -0.539

Atoms 1-6, force components in eV/Å:
Li -0.62 -0.50 -0.02
C 0.05 -0.03 0.24
C 0.41 0.29 -0.97
N -1.00 0.34 -0.02
C 0.62 -0.48 0.55
C 0.23 0.10 -0.24

---

# 3
ORCA calculation (ωB97M-V/def2-TZVPD) on a 2-piece molecular cluster, C3H11NOS2 overall in a non-equilibrium geometry.

## Properties
E_tot = -28496.599 eV
Structure (SMILES) = NCCCSS.O
HOMO-LUMO gap = 0.3297 Eh
Charge = 0
LUMO energy = 0.7 eV
ΔE to the lowest compared entry with this formula, charge and spin = 0.997 eV

Element x y z (Å)
N -0.362 -1.370 -1.597
C -0.937 -0.035 -1.438
C 0.090 1.014 -1.019
C 0.864 0.846 0.262
S 0.676 2.411 1.250
S -0.117 2.069 3.051
H -0.920 -1.960 -2.205
H 0.597 -1.368 -1.916
H -1.897 -0.087 -0.878
H -1.481 0.227 -2.359
H -0.410 1.970 -1.117
H 0.739 0.994 -1.918
H 1.933 0.913 0.032
H 0.787 -0.038 0.880
H 0.636 1.082 3.567
O -0.412 -2.213 1.977
H 0.416 -2.421 2.373
H -0.199 -2.034 1.055

Atoms 1-6, force components in eV/Å:
N 0.01 -0.31 0.79
C -1.87 -0.54 -0.40
C -0.92 -1.05 -2.22
C 0.87 1.37 0.35
S 1.04 -0.07 -0.69
S -1.10 -0.57 0.89

---

# 4
ORCA calculation (ωB97M-V/def2-TZVPD) on C8H12CrF12O15S4 as an isolated structure.

## Properties
E_tot = -143581.899 eV
Multiplicity = 5
HOMO-LUMO gap (alpha / beta) = 0.2350 / 0.3119 Eh
Charge = -2
LUMO energy (alpha / beta) = 4.0 / 4.0 eV
ΔE to the lowest compared entry with this formula, charge and spin = 0.000 eV

Element x y z (Å)
Cr -0.179 0.224 0.157
C 1.173 -4.020 -0.649
F -0.157 -4.165 -0.648
F 1.598 -4.131 0.618
F 1.690 -5.048 -1.345
S 1.692 -2.410 -1.397
O 3.043 -2.271 -0.976
O 1.461 -2.620 -2.808
O 0.730 -1.490 -0.793
C -2.772 -2.824 2.110
F -2.902 -3.457 0.940
F -3.744 -3.282 2.914
F -1.603 -3.158 2.644
S -2.905 -1.010 1.850
O -1.576 -0.693 1.345
O -3.959 -0.883 0.868
O -3.197 -0.493 3.152
C 2.593 -1.286 3.450
F 3.736 -1.310 4.156
F 2.561 -2.357 2.659
F 1.576 -1.388 4.325
S 2.496 0.256 2.462
O 2.334 1.300 3.446
O 3.712 0.241 1.713
O 1.283 0.001 1.677
C 1.735 2.623 -3.148
F 1.555 1.575 -3.954
F 2.711 3.381 -3.665
F 0.601 3.361 -3.167
S 2.178 2.067 -1.447
O 2.402 3.300 -0.738
O 0.922 1.402 -1.086
O 3.309 1.231 -1.658
C -0.362 4.359 0.692
C -0.230 3.103 1.514
O -1.017 2.067 0.942
O -1.771 4.615 0.533
H 0.117 4.201 -0.277
H 0.155 5.212 1.146
H -0.531 3.291 2.551
H 0.818 2.811 1.534
H -1.892 2.448 0.801
H -1.915 5.402 0.007
C -1.682 -1.591 -3.225
C -2.195 -1.186 -1.868
O -1.699 0.111 -1.451
H -2.145 -2.551 -3.480
H -0.596 -1.681 -3.257
H -1.965 -0.913 -4.043
H -1.876 -1.927 -1.141
H -3.288 -1.143 -1.855
H -2.024 0.709 -2.130

Atoms 1-6, force components in eV/Å:
Cr 0.42 -0.23 -0.04
C 0.29 0.27 0.13
F -0.24 -0.09 -0.03
F -0.13 -0.07 -0.16
F 0.01 -0.13 0.05
S -0.47 -0.14 -0.24

---

# 5
ORCA calculation (ωB97M-V/def2-TZVPD) on C4H7N2 as an isolated structure in a non-equilibrium geometry.

## Properties
E_tot = -7228.289 eV
HOMO-LUMO gap (alpha / beta) = 0.3035 / 0.3407 Eh
Charge = +1
LUMO energy (alpha / beta) = -6.6 / -5.5 eV
ΔE to the lowest compared entry with this formula, charge and spin = 7.449 eV

Element x y z (Å)
C 0.852 -0.060 -0.090
C -2.772 -0.001 -0.418
C -0.086 -0.486 1.079
C 2.182 0.330 -0.326
N -0.198 0.108 -0.900
N -1.092 -0.080 0.045
H -2.716 0.421 -1.416
H -3.673 -0.047 0.055
H -0.130 -1.548 1.304
H -0.055 -0.021 2.055
H 2.801 0.800 0.440
H 2.048 1.030 -1.132
H 2.839 -0.446 -0.696

Atoms 1-6, force components in eV/Å:
C -3.17 -0.81 1.96
C 7.99 0.28 -1.51
C 0.57 -0.40 -0.08
C 1.88 0.76 -0.90
N 0.80 0.69 -0.92
N -6.26 -0.21 -0.46

---

# 6
ORCA calculation (ωB97M-V/def2-TZVPD) on C42H43AsBrCaF3N3O8S2 as an isolated structure in a non-equilibrium geometry.

## Properties
E_tot = -244245.824 eV
Multiplicity = 2
HOMO-LUMO gap (alpha / beta) = 0.2144 / 0.2530 Eh
Charge = 0
LUMO energy (alpha / beta) = -0.1 / -0.2 eV
ΔE to the lowest compared entry with this formula, charge and spin = 0.667 eV

Element x y z (Å)
Ca 13.091 17.323 9.871
O 17.533 17.472 11.317
C 16.545 16.619 11.550
O 16.016 16.093 10.610
C 16.206 16.554 13.050
O 15.209 15.631 13.488
C 13.912 16.211 13.734
C 13.326 16.768 12.421
O 12.741 15.968 11.627
O 13.567 17.924 12.049
H 17.805 18.001 12.144
H 15.949 17.606 13.197
H 17.149 16.222 13.609
H 13.948 17.114 14.374
H 13.341 15.372 14.151
C 9.277 16.478 9.584
O 10.329 17.498 9.554
C 10.127 18.640 8.857
C 9.177 18.791 7.882
C 9.105 20.007 7.218
Br 7.756 20.272 5.891
C 9.939 21.090 7.549
C 10.840 20.961 8.563
C 10.944 19.702 9.191
O 11.794 19.451 10.215
C 11.670 22.012 9.061
N 12.332 21.932 10.202
C 12.937 23.131 10.331
C 13.654 23.622 11.418
C 14.018 24.957 11.416
C 13.659 25.828 10.338
C 12.937 25.320 9.231
C 12.538 24.023 9.310
N 11.731 23.241 8.483
H 8.326 17.032 9.715
H 9.558 15.804 10.400
H 9.228 15.922 8.671
H 8.523 17.929 7.673
H 9.843 22.026 7.031
H 12.259 20.311 10.531
H 13.944 23.045 12.240
H 14.503 25.404 12.284
H 14.036 26.870 10.286
H 12.719 25.992 8.418
H 11.337 23.510 7.604
C 13.873 14.559 6.414
As 12.898 14.451 8.100
C 11.293 13.609 7.476
C 13.763 12.985 9.156
C 14.261 11.805 8.303
C 15.562 11.743 7.871
C 16.017 10.695 7.086
C 15.149 9.675 6.744
C 13.799 9.714 7.143
C 13.364 10.813 7.856
H 14.232 13.584 6.087
H 14.795 15.248 6.404
H 13.110 14.941 5.688
H 11.444 12.773 6.801
H 10.650 14.362 6.997
H 10.770 13.244 8.354
H 13.002 12.692 9.854
H 14.580 13.481 9.759
H 16.258 12.515 8.239
H 17.042 10.548 6.723
H 15.564 8.801 6.231
H 13.108 8.904 6.841
H 12.356 10.914 8.158
C 22.023 23.629 10.164
C 20.885 22.902 10.921
C 21.021 22.381 12.217
C 19.968 21.573 12.742
C 18.806 21.434 12.021
C 18.575 22.047 10.800
C 19.634 22.750 10.277
S 17.553 20.294 12.583
C 16.830 21.045 14.023
O 18.301 19.111 13.191
H 22.826 22.934 9.912
H 22.413 24.439 10.720
H 21.640 24.095 9.243
H 21.930 22.587 12.757
H 20.098 20.928 13.624
H 17.619 21.838 10.209
H 19.477 23.221 9.280
H 17.532 21.592 14.672
H 16.422 20.200 14.568
H 15.982 21.696 13.749
F 20.277 20.520 8.599
C 19.574 20.372 7.473
F 19.531 21.632 6.870
F 20.340 19.593 6.630
C 18.207 19.949 7.579
C 17.762 19.263 8.738
C 16.468 18.836 8.807
N 15.554 18.904 7.773
C 15.982 19.536 6.578
C 17.222 20.083 6.501
H 18.306 19.187 9.662
H 16.003 18.349 9.650
H 15.227 19.633 5.837
H 17.566 20.487 5.539
S 13.061 18.506 7.022
C 14.319 18.289 8.034

Atoms 1-6, force components in eV/Å:
Ca -0.65 -0.10 -0.64
O 0.43 0.46 0.86
C 0.20 0.21 0.05
O -0.95 -0.75 0.02
C 0.79 -1.34 0.35
O -0.09 1.25 -0.45

---

# 7
ORCA calculation (ωB97M-V/def2-TZVPD) on a 2-piece molecular cluster, C3H3O3S overall in a non-equilibrium geometry.

## Properties
E_tot = -20136.213 eV
HOMO-LUMO gap = 0.2395 Eh
Charge = -1
LUMO energy = 3.7 eV
ΔE to the lowest compared entry with this formula, charge and spin = 2.260 eV

Element x y z (Å)
C -0.636 -0.551 -0.357
C 0.077 0.518 -0.106
C 2.349 -0.857 0.080
O 2.284 -1.249 -1.000
O 2.490 -0.483 1.191
O 2.103 2.336 -0.177
S 0.306 2.034 0.315
H -1.599 -0.648 -0.011
H -0.096 -1.459 -0.793
H 2.142 1.577 -0.707

Atoms 1-6, force components in eV/Å:
C 2.53 -2.07 -1.07
C 0.31 1.99 0.04
C -0.05 1.43 2.98
O 0.34 -0.62 -1.01
O 0.12 -1.05 -1.77
O -0.51 1.92 1.40

---

# 8
ORCA calculation (ωB97M-V/def2-TZVPD) on a 2-piece molecular cluster, C2H8N3 overall in a non-equilibrium geometry.

## Properties
E_tot = -6664.538 eV
HOMO-LUMO gap = 0.3221 Eh
Charge = +1
LUMO energy = -5.0 eV
ΔE to the lowest compared entry with this formula, charge and spin = 4.091 eV

Element x y z (Å)
C 1.459 1.707 0.405
C -1.580 -0.150 1.071
N 1.599 0.600 -0.144
N -0.720 -0.537 0.232
N -0.990 -0.374 -1.155
H 0.657 2.214 -0.076
H -2.543 0.275 0.771
H 2.261 2.103 1.085
H -1.505 -0.318 2.095
H 0.820 0.238 -0.665
H -0.416 -1.060 -1.700
H -2.071 -0.221 -1.262
H 2.411 -0.031 0.098

Atoms 1-6, force components in eV/Å:
C 1.65 1.52 0.10
C -1.20 0.21 -1.90
N 2.76 -2.41 0.90
N -0.01 -0.76 -0.62
N -1.35 0.53 1.43
H -0.86 1.23 0.80